Entry 1:
DFT (ωB97M-V/def2-TZVPD) results for C11H10ClNSZn as an isolated structure at a distorted geometry.

Summary:
charge = -2
energy above the lowest of the compared OMol25 structures with the same formula, charge and spin = 172.0 kcal per mole
frontier orbital gap (spin up / spin down) = 5.532 / 4.899 eV

Each line ends with the Löwdin charge.
CARTESIAN COORDINATES (ANGSTROEM)
C1 0.9476 -2.0379 0.8457  -0.2449
C2 0.9718 -2.0303 -0.5450  -0.2600
C3 -0.4023 -2.0210 -1.0567  -0.2808
H1 1.8623 -2.0987 -1.1462  0.0800
C4 -1.3029 -1.9437 0.0190  -0.2518
C5 -0.5243 -2.0737 1.2649  -0.3292
H2 -0.9187 -1.9837 2.2918  0.0361
H3 1.7408 -1.9800 1.5619  0.0745
H4 -0.6755 -2.0402 -2.1005  0.0816
H5 -2.3714 -1.9144 0.0197  0.0729
Zn1 -0.0055 0.0456 -0.1752  0.5110
Cl1 0.9160 1.5615 1.6364  0.0437
C6 0.1097 2.9341 -4.7091  -0.2227
C7 -1.1317 2.2882 -5.0557  -0.2255
C8 -0.8183 1.0424 -5.7099  -0.2300
H6 -2.1185 2.6711 -4.8660  0.0305
C9 0.6170 0.9185 -5.7681  -0.2302
C10 1.1904 2.0878 -5.1497  -0.2263
H7 2.2401 2.2947 -5.0421  0.0299
H8 0.2117 3.8836 -4.2153  0.0322
H9 -1.5300 0.3327 -6.0936  0.0276
H10 1.1637 0.1001 -6.2026  0.0280
S1 -0.1669 0.0009 2.2534  0.3137
C11 -0.0099 -0.0461 3.8529  -0.8191
N1 0.0047 0.0087 5.0517  -0.0414

=====

Entry 2:
DFT (ωB97M-V/def2-TZVPD) results for a 2-piece molecular cluster, C11H10F17N3O3 overall.

Summary:
charge = 0
frontier orbital gap = 4.283 eV

Each line ends with the Löwdin charge.
CARTESIAN COORDINATES (ANGSTROEM)
N1 -3.4465 -0.0096 4.4996  0.0413
C1 -2.3433 0.5468 3.7511  -0.1872
N2 -2.8967 0.8905 2.3872  0.0648
C2 -2.7611 2.3243 1.9443  -0.0845
C3 -1.3210 2.8177 1.8290  -0.0409
C4 -0.3844 1.9526 0.9986  -0.4058
F1 0.8752 2.4130 1.1413  0.1479
F2 -0.4134 0.6930 1.5226  0.0933
C5 -0.7190 1.8990 -0.5513  -0.3047
F3 -1.7997 2.7231 -0.7096  0.1079
F4 0.2973 2.4101 -1.2512  0.1837
C6 -1.1810 0.5369 -1.2051  -0.2799
F5 -1.8856 0.9321 -2.2844  0.1649
F6 -2.0701 -0.0691 -0.3463  0.1003
C7 -0.1756 -0.5307 -1.8004  -0.3203
F7 -1.0232 -1.3673 -2.4422  0.1659
F8 0.5894 0.1175 -2.6814  0.1846
C8 0.6801 -1.4961 -0.8839  -0.2980
F9 -0.1260 -1.8993 0.1325  0.1305
F10 0.9455 -2.5686 -1.6497  0.1754
C9 2.0542 -0.9806 -0.3014  -0.3229
F11 2.3091 0.2722 -0.7234  0.1535
F12 1.9385 -0.9375 1.0528  0.1277
C10 3.2781 -1.8969 -0.6112  -0.3128
F13 3.0298 -3.1126 -0.0728  0.1541
F14 4.3107 -1.3200 0.0527  0.1492
C11 3.6198 -2.0235 -2.1453  -0.5451
F15 2.8533 -1.1427 -2.7951  0.1635
F16 3.3359 -3.2595 -2.5447  0.1912
F17 4.8912 -1.7384 -2.3646  0.2016
H1 -3.2527 0.0339 5.4922  0.0947
H2 -3.5488 -0.9947 4.2827  0.0938
H3 -2.0055 1.4699 4.2027  0.1307
H4 -1.5048 -0.1253 3.6046  0.1342
H5 -2.4998 0.2879 1.6648  0.1383
H6 -3.8949 0.6783 2.4299  0.1746
H7 -3.2969 2.9242 2.6746  0.1433
H8 -3.2904 2.4185 1.0050  0.1329
H9 -0.8564 2.9223 2.8061  0.1354
H10 -1.3464 3.8122 1.3930  0.1485
N3 3.2578 -2.4033 -5.3744  -0.6478
O1 2.8714 -3.5846 -5.4803  -0.0853
O2 4.4694 -2.1530 -5.1699  -0.0893
O3 2.4366 -1.4625 -5.4785  -0.1028

=====

Entry 3:
DFT (ωB97M-V/def2-TZVPD) results for a 2-piece molecular cluster, C11H10FO3 overall at a distorted geometry.

Summary:
charge = -1
energy above the lowest of the compared OMol25 structures with the same formula, charge and spin = 35.4 kcal per mole
frontier orbital gap (spin up / spin down) = 6.833 / 6.832 eV

Each line ends with the Löwdin charge.
CARTESIAN COORDINATES (ANGSTROEM)
C1 3.1154 -0.3363 -0.8356  -0.0921
C2 2.4433 -1.5757 -0.7425  -0.0962
C3 2.4860 0.7937 -0.4180  -0.0237
C4 1.2643 -1.6653 -0.0598  -0.0207
C5 1.1848 0.7054 0.1375  -0.1733
C6 0.5920 -0.4915 0.3164  -0.1550
C7 -3.0133 0.0110 -0.4667  -0.5990
C8 0.1899 1.7918 0.4484  -0.1296
C9 -0.8671 1.1407 1.3446  -0.0727
C10 -0.7577 -0.3704 0.9820  -0.3904
C11 -1.8116 -0.3809 -1.0541  -0.1360
O1 -3.5352 1.1051 -0.6645  0.0098
O2 -3.4845 -0.9929 0.3835  0.0136
O3 -1.2949 -1.3110 1.6008  -0.0529
F1 -1.0964 0.3891 -1.9450  -0.0227
H1 4.0393 -0.3963 -1.2179  0.0526
H2 3.0331 -2.3474 -1.1119  0.0695
H3 2.9211 1.7164 -0.5320  0.0754
H4 0.7607 -2.7150 0.0560  0.1476
H5 0.7123 2.7243 0.7740  0.1200
H6 -0.2521 2.0529 -0.4828  0.0984
H7 -0.5535 1.4167 2.4677  0.1597
H8 -1.7923 1.5001 1.2219  0.0497
H9 -1.5629 -1.4903 -1.1352  0.1461
H10 -2.7207 -1.2742 0.9329  0.0218

=====

Entry 4:
DFT (ωB97M-V/def2-TZVPD) results for C11H10InN2O4 as an isolated structure at a distorted geometry.

Summary:
charge = +3
energy above the lowest of the compared OMol25 structures with the same formula, charge and spin = 9.7 kcal per mole
frontier orbital gap = 5.645 eV

Each line ends with the Löwdin charge.
CARTESIAN COORDINATES (ANGSTROEM)
In1 0.0011 0.0184 -0.0500  0.5265
O1 -0.0067 3.3188 0.2140  0.3170
C1 -0.0019 2.1760 0.1434  0.0711
C2 -0.0016 -2.1670 0.0652  0.0656
O2 0.0095 -3.3438 0.2417  0.2685
C3 2.1811 0.0136 -0.0308  0.0643
O3 3.3176 0.0029 -0.0071  0.3177
C4 -2.1806 -0.0019 -0.0350  0.0617
O4 -3.3166 -0.0056 -0.0044  0.3193
C5 -0.0013 0.7021 -2.3149  -0.0433
H1 -0.9521 1.2753 -2.3944  0.1293
H2 0.9472 1.2787 -2.3951  0.1292
C6 0.0016 -0.6999 -2.3175  -0.0373
H3 0.9519 -1.2740 -2.3945  0.1302
H4 -0.9467 -1.2770 -2.3943  0.1297
N1 -0.0360 -1.1505 6.2460  0.2180
C7 -0.0220 -0.9318 4.9165  -0.2427
C8 1.0204 -1.4488 4.1362  0.0573
C9 1.0252 -1.2107 2.7759  -0.1127
N2 0.0142 -0.4655 2.3062  -0.0878
C10 -1.0242 0.0530 2.9747  -0.1045
C11 -1.0514 -0.1806 4.3338  0.0544
H5 0.6755 -1.6731 6.7056  0.1342
H6 -0.7545 -0.7932 6.8353  0.1344
H7 1.8249 -2.0218 4.5315  0.1351
H8 1.8010 -1.5646 2.0864  0.1185
H9 -1.7710 0.6326 2.4181  0.1120
H10 -1.8614 0.2432 4.8759  0.1343

=====

Entry 5:
DFT (ωB97M-V/def2-TZVPD) results for C11H10N2O4Tl as an isolated structure at a distorted geometry.

Summary:
charge = +3
frontier orbital gap (spin up / spin down) = 2.175 / 3.643 eV

Each line ends with the Löwdin charge.
CARTESIAN COORDINATES (ANGSTROEM)
Tl1 0.3823 2.4992 -0.0739  0.9966
C1 0.1703 3.6051 2.2939  0.0162
O1 0.2572 3.7499 3.4241  0.1952
C2 0.2013 4.3877 -2.1292  0.0481
O2 0.1497 5.2084 -2.9381  0.1780
C3 -2.2279 1.6023 -1.1497  0.0031
O3 -3.3182 1.3397 -1.2849  0.1615
C4 3.0132 1.5889 -0.9848  0.0382
O4 4.1416 1.4633 -1.2148  0.1465
C5 0.1861 -0.9770 -3.6186  -0.0865
H1 1.1088 -1.5129 -3.4264  0.0531
H2 -0.7297 -1.4406 -3.2644  0.0528
C6 0.1826 0.1594 -4.2641  -0.0815
H3 -0.7423 0.6530 -4.5268  0.0541
H4 1.0946 0.5950 -4.6491  0.0570
N1 -0.3624 -3.2042 3.6379  0.3705
C7 -0.3411 -2.2967 2.6429  -0.2051
C8 0.6833 -2.2674 1.6705  0.0920
C9 0.7400 -1.2241 0.7476  -0.0598
N2 -0.2674 -0.3231 0.5647  0.0539
C10 -1.2493 -0.3519 1.5141  -0.0884
C11 -1.3728 -1.3453 2.4849  0.0875
H5 0.4013 -3.8600 3.7047  0.1748
H6 -1.1047 -3.1871 4.3132  0.1712
H7 1.5210 -2.9644 1.7362  0.1557
H8 1.6302 -1.1018 0.0994  0.1376
H9 -1.9528 0.5025 1.4911  0.1234
H10 -2.1950 -1.2980 3.1997  0.1544

=====

Entry 6:
DFT (ωB97M-V/def2-TZVPD) results for C11H10OS in the gas phase at a distorted geometry.

Summary:
charge = 0
energy above the lowest of the compared OMol25 structures with the same formula, charge and spin = 62.4 kcal per mole
frontier orbital gap (spin up / spin down) = 5.779 / 5.777 eV

Each line ends with the Löwdin charge.
CARTESIAN COORDINATES (ANGSTROEM)
C1 -1.5175 -0.8510 -2.7467  -0.1302
C2 -0.2167 -1.3017 -2.6516  -0.1200
C3 -2.0722 0.0274 -1.7709  -0.1081
C4 0.4369 -0.9331 -1.5156  -0.0445
C5 -1.3569 0.5289 -0.6673  -0.1043
C6 -0.0255 0.1270 -0.6290  -0.2600
C7 -0.3970 0.0022 2.8833  -0.1442
C8 -0.3959 1.3447 2.7065  -0.3523
C9 0.4104 -0.9214 2.3025  -0.1504
C10 0.8723 0.7043 0.4167  -0.5170
C11 2.3714 0.5034 0.4281  -0.1525
O1 1.0497 -1.8766 2.2256  0.2156
S1 0.1677 2.1635 1.2936  0.9910
H1 -2.2676 -0.9386 -3.6533  0.1286
H2 0.0108 -2.1135 -3.2993  0.0963
H3 -3.1424 0.4148 -1.8728  0.1130
H4 1.4584 -1.2250 -1.4950  0.0896
H5 -1.7745 1.2719 0.0790  0.0859
H6 -0.9662 -0.4544 3.5878  0.0887
H7 -1.0532 1.9993 3.2404  0.0678
H8 2.8145 -0.4401 0.6750  0.0548
H9 2.9553 1.1780 1.0711  0.0719
H10 2.6384 0.7899 -0.6082  0.0802

=====

Entry 7:
DFT (ωB97M-V/def2-TZVPD) results for C11H10OS in the gas phase at a distorted geometry.

Summary:
charge = 0
energy above the lowest of the compared OMol25 structures with the same formula, charge and spin = 82.0 kcal per mole
frontier orbital gap (spin up / spin down) = 7.270 / 5.520 eV

Each line ends with the Löwdin charge.
CARTESIAN COORDINATES (ANGSTROEM)
C1 -0.6055 -4.0272 -0.8622  0.1671
C2 -0.1049 -2.9164 -0.7826  -0.2011
C3 0.3077 3.0279 0.2291  -0.1118
C4 -0.4861 2.8377 -0.8839  -0.0938
C5 0.4871 2.0140 1.1274  -0.0644
C6 -1.2343 1.6555 -1.0733  -0.0359
C7 -0.0771 0.7868 0.8661  -0.1983
C8 -1.1153 0.5968 -0.1542  -0.4961
C9 0.2024 -0.4219 1.6752  -0.1038
C10 1.1228 -1.4428 0.7802  -0.1470
C11 0.4975 -1.7319 -0.5792  -0.6362
O1 -1.7853 -0.4734 -0.1310  0.0070
S1 0.8376 -0.5646 -1.7934  0.9721
H1 -0.8376 -5.0581 -0.9620  0.0297
H2 0.6926 4.0630 0.5292  0.1309
H3 -0.5098 3.5019 -1.7310  0.0974
H4 1.1384 2.2520 2.0350  0.1407
H5 -2.0489 1.6164 -1.8185  0.1264
H6 0.7046 -0.4273 2.6702  0.1320
H7 -0.7282 -0.8378 1.7076  0.0692
H8 2.1035 -0.9433 0.5404  0.1068
H9 1.3170 -2.4424 1.4335  0.1662
H10 0.1218 -1.0651 -2.8226  -0.0573

=====

Entry 8:
DFT (ωB97M-V/def2-TZVPD) results for C11H11AlF8OS as an isolated structure at a distorted geometry.

Summary:
charge = 0
frontier orbital gap = 4.756 eV

Each line ends with the Löwdin charge.
CARTESIAN COORDINATES (ANGSTROEM)
O1 0.0879 2.4543 1.0559  -0.0015
C1 0.0015 1.1608 0.7254  -0.2459
C2 -1.4210 0.2845 0.8104  -0.2654
S1 -2.9605 1.3329 0.8904  1.2344
F1 -3.6206 1.0124 2.4783  -0.3063
C3 -4.3080 0.7804 -0.2819  -0.3039
C4 -4.0927 -0.6960 -0.9603  -0.1132
C5 -4.3757 -1.9684 0.0494  -0.2293
F2 -3.9290 -3.1992 -0.7014  0.0036
F3 -3.5971 -1.9505 1.3066  0.0139
F4 -5.8129 -2.0923 0.4274  0.0216
C6 1.2869 0.2639 0.1377  -0.0938
C7 2.0842 0.6312 -1.2518  0.0113
C8 3.2909 -0.3892 -1.7173  -0.0221
C9 3.6325 -1.7212 -0.7843  -0.0241
C10 2.8487 -2.0906 0.6235  -0.0440
C11 1.6512 -1.0694 1.0806  -0.0230
H1 -1.4206 -0.3632 -0.1922  0.1240
H2 -1.2768 -0.4666 1.7004  0.1339
H3 -4.4275 1.5634 -1.1762  0.1460
H4 -5.3286 0.7446 0.3194  0.1450
H5 -3.0618 -0.8070 -1.5528  0.1490
H6 -4.9241 -0.7840 -1.8137  0.1637
H7 1.7409 1.5902 -1.8279  0.1107
H8 3.8424 -0.1517 -2.7306  0.1053
H9 4.4881 -2.4245 -1.2020  0.0937
H10 3.1162 -3.0474 1.2494  0.0906
H11 1.0498 -1.3057 2.0837  0.0941
F5 4.3021 4.1476 0.0311  -0.2726
Al1 5.0871 2.5417 0.2507  0.0990
F6 5.3411 1.7725 -1.3578  -0.2645
F7 4.0292 1.4893 1.2591  -0.2599
F8 6.6761 2.7573 1.0708  -0.2698

=====

Number 1: E -3117.36824 hartree. Number 2: E -2512.64305 hartree. Number 3: E -750.74824 hartree. Number 4: E -1024.50944 hartree. Number 5: E -1006.82126 hartree. Number 6: E -898.42906 hartree. Number 7: E -898.39788 hartree. Number 8: E -1940.26241 hartree.